The following is a quantum chemistry calculation of a cluster of 2 separate species, C8H16N3P in total, from the OMol25 dataset.

Geometry as XYZ:
```
28
C8H16N3P wB97M-V/def2-TZVPD
P 0.712 1.775 -0.769
N 0.505 2.830 0.614
N 2.450 -0.432 -0.399
N 2.191 0.860 1.341
C 2.263 -0.971 -1.713
C -1.644 -0.031 -0.203
C -1.624 0.595 1.120
C -1.050 -1.396 -0.245
C 1.797 0.608 0.125
C 3.402 -0.824 0.482
C -2.875 0.435 -0.987
C 3.214 -0.025 1.574
H 3.915 0.080 2.427
H -3.017 1.411 -0.688
H -0.670 0.346 1.675
H -2.630 0.349 -2.052
H -3.618 -0.357 -0.501
H 3.824 -1.822 0.344
H -0.769 -1.595 -1.228
H -0.217 -1.349 0.318
H -2.471 0.348 1.802
H 1.473 -1.822 -1.712
H -1.788 -2.253 0.128
H 3.198 -1.400 -1.881
H -1.478 1.681 0.988
H 1.051 3.751 0.535
H 1.858 -0.258 -2.374
H 0.864 2.393 1.393
```

Summary:
Charge = 0
DFT total energy = -819.91279 hartree
Frontier orbital gap (spin up / spin down) = 6.75 / 7.53 eV
HOMO energy (spin up / spin down) = -7.069 / -6.977 eV
M = 185.21 g/mol
E_LUMO (spin up / spin down) = -0.3 / 0.6 eV

=====

The following is a quantum chemistry calculation of a cluster of 2 separate species, C8H16N4 in total, from the OMol25 dataset.

Geometry as XYZ:
```
28
C8H16N4 wB97M-V/def2-TZVPD
N -0.654 -0.376 -1.657
N -2.502 0.037 -0.274
N -2.912 -1.278 -0.570
N 0.510 0.167 -2.217
C -2.590 0.409 1.125
C -1.320 0.403 -0.899
C 1.463 0.892 2.068
C 1.961 -0.416 1.498
C 2.467 1.461 -0.272
C 0.491 -1.720 -0.261
C 2.618 0.899 1.120
C 1.149 -1.141 0.524
H 3.208 1.030 -0.956
H -0.070 -2.243 -0.984
H -1.021 1.444 -0.683
H 1.490 1.261 -0.664
H -1.949 -0.231 1.749
H 2.604 2.556 -0.273
H -2.279 1.464 1.253
H -2.324 -1.927 -0.025
H 2.529 -1.056 2.176
H -3.632 0.312 1.461
H 0.500 1.250 1.688
H 0.373 1.145 -2.489
H 0.708 -0.368 -3.074
H -3.908 -1.356 -0.262
H 1.661 1.096 3.126
H 3.598 1.044 1.565
```

Summary:
SMILES = C#C[C@@H]1C[C@@H]1C.CN(N)/C=N/N
Charge = 0
DFT total energy = -533.23884 hartree
Frontier orbital gap = 8.63 eV
HOMO energy = -7.712 eV
M = 168.24 g/mol
E_LUMO = 0.9 eV

=====

The following is a quantum chemistry calculation of the ion C8H16N5 with charge +1, from the OMol25 dataset.

Geometry as XYZ:
```
29
C8H16N5 wB97M-V/def2-TZVPD
N 0.899 -2.406 -0.867
N -1.327 -1.158 1.016
N 0.893 -0.369 0.473
N -1.075 0.963 -0.880
N 1.679 0.728 0.785
C -2.364 1.426 -0.392
C 3.938 1.495 0.086
C 1.611 -1.271 -0.350
C 2.814 -0.647 -0.560
C 2.804 0.564 0.150
C -3.143 0.207 0.033
C -0.405 -0.246 0.894
C -2.664 -0.710 1.226
H 3.559 2.302 0.668
H 4.123 1.865 -0.968
H -3.054 -0.363 -0.800
H -0.974 0.334 -1.627
H 1.308 -2.863 -1.685
H -1.109 -2.016 0.487
H -0.550 0.634 1.453
H -3.363 -1.680 1.276
H -0.483 1.747 -1.078
H 3.727 -0.900 -1.256
H -4.277 0.495 0.014
H -2.904 -0.202 2.105
H -2.136 2.053 0.491
H 4.831 1.149 0.505
H 0.553 -3.145 -0.168
H -2.911 2.013 -1.031
```

Summary:
SMILES = Cc1cc(N)n(/C=[NH+]/CCCN)n1
Charge = +1
DFT total energy = -587.90840 hartree
Frontier orbital gap = 9.35 eV
HOMO energy = -12.632 eV
M = 182.25 g/mol
E_LUMO = -3.3 eV

=====

ΔE to the lowest compared entry with this formula, charge and spin values, unit kcal/mol, following the record order: 56.9, 91.0, 24.3.